No. 1
This record from the Open Molecules 2025 dataset describes a 2-piece molecular cluster, C4H15N2O overall in a non-equilibrium geometry. The level of theory is ωB97M-V/def2-TZVPD.

Positions of all 22 atoms, in Å:
N  0.07  -1.07  2.06
C  1.34  -0.64  1.28
C  1.31  -1.03  -0.14
N  0.27  -0.22  -0.76
C  0.53  1.13  -1.18
C  -0.23  1.42  -2.54
H  0.30  -1.32  3.05
H  -0.28  -1.97  1.52
H  -0.79  -0.46  2.12
H  1.47  0.47  1.48
H  2.27  -0.98  1.76
H  1.26  -2.10  -0.52
H  2.27  -0.67  -0.48
H  -0.12  -0.85  -1.52
H  1.64  1.31  -1.51
H  0.28  1.82  -0.30
H  0.17  0.70  -3.30
H  -1.27  1.19  -2.40
H  0.03  2.40  -2.94
H  -2.68  -0.11  0.24
H  -3.53  0.84  0.98
O  -2.64  0.44  1.03

Calculated values
Multiplicity: 1
LUMO energy (eV): -3.35
Electronic energy (eV): -9411.568
Net charge: +1
HOMO-LUMO gap (Eh): 0.347



No. 2
This record from the Open Molecules 2025 dataset describes a 2-piece molecular cluster, C4H15N2O overall in a non-equilibrium geometry. The level of theory is ωB97M-V/def2-TZVPD.

Positions of all 22 atoms, in Å:
C  -0.90  -1.08  2.28
C  -0.31  -0.21  1.24
C  -1.47  0.50  0.44
C  -0.84  1.38  -0.68
N  -0.42  0.49  -1.81
N  0.57  -1.08  0.31
H  -1.65  -1.59  1.64
H  -0.36  -1.67  2.92
H  -1.59  -0.50  2.89
H  0.34  0.53  1.74
H  -1.95  1.03  1.32
H  -2.17  -0.31  0.18
H  -1.60  2.11  -0.96
H  0.22  1.69  -0.20
H  -1.10  0.33  -2.46
H  0.33  1.00  -2.17
H  1.24  -1.46  0.94
H  0.08  -1.77  -0.28
H  1.04  -0.46  -0.52
H  3.08  0.95  -1.25
H  2.79  -0.01  -2.20
O  2.68  0.10  -1.35

Calculated values
Multiplicity: 1
LUMO energy (eV): -2.83
Electronic energy (eV): -9411.651
Net charge: +1
HOMO-LUMO gap (Eh): 0.401



No. 3
This record from the Open Molecules 2025 dataset describes a 2-piece molecular cluster, C4H15N2O overall in a non-equilibrium geometry. The level of theory is ωB97M-V/def2-TZVPD.

Positions of all 22 atoms, in Å:
C  -0.37  -0.81  -2.36
N  0.95  -1.20  -3.06
C  -0.06  0.34  -1.36
N  1.40  0.30  -0.82
C  1.46  0.09  0.69
C  1.56  1.46  1.39
H  -1.07  -0.50  -3.14
H  -0.81  -1.64  -1.75
H  1.11  -1.10  -4.08
H  0.99  -2.16  -3.07
H  -0.30  1.38  -1.89
H  -0.96  0.42  -0.57
H  1.89  -0.57  -1.56
H  1.82  1.16  -0.90
H  2.34  -0.57  0.88
H  0.51  -0.43  1.12
H  2.31  2.15  1.11
H  0.55  1.97  1.30
H  1.68  1.36  2.49
H  -4.79  0.00  5.65
H  -5.49  -1.10  4.97
O  -4.72  -0.57  4.96

Calculated values
Multiplicity: 1
LUMO energy (eV): -2.78
Electronic energy (eV): -9410.696
Net charge: +1
HOMO-LUMO gap (Eh): 0.391



For the records above, the corresponding energy relative to the best compared isomer or geometry (same formula, charge and spin) values read 2.0943, 2.0112, 2.9658 eV.